{
  "formula": "C30H53Br20O5P",
  "method": "ωB97M-V/def2-TZVPD",
  "charge": 0,
  "total_energy_ha": -53372.36867,
  "species": ["Br", "Br", "Br", "Br", "Br", "Br", "Br", "Br", "Br", "Br", "Br", "Br", "Br", "Br", "Br", "Br", "Br", "Br", "Br", "Br", "P", "O", "O", "O", "O", "O", "C", "C", "C", "C", "C", "C", "C", "C", "C", "C", "C", "C", "C", "C", "C", "C", "C", "C", "C", "C", "C", "C", "C", "C", "C", "C", "C", "C", "C", "C", "H", "H", "H", "H", "H", "H", "H", "H", "H", "H", "H", "H", "H", "H", "H", "H", "H", "H", "H", "H", "H", "H", "H", "H", "H", "H", "H", "H", "H", "H", "H", "H", "H", "H", "H", "H", "H", "H", "H", "H", "H", "H", "H", "H", "H", "H", "H", "H", "H", "H", "H", "H", "H"],
  "coordinates": [[-1.27092, -1.04257, -0.59778], [2.50456, 4.20910, -4.99582], [1.95228, -2.82108, -0.62760], [-3.25745, -0.10469, 7.07947], [6.19083, -0.50159, 3.25834], [-0.21608, 0.43269, 5.04848], [-7.17393, -3.00970, 3.47200], [-8.48024, -0.66735, 0.92827], [-4.31229, -1.57995, 1.43321], [4.20265, -5.26325, -2.25093], [5.29282, 1.23194, 0.11954], [-5.30624, 1.50167, -0.45362], [-3.58755, 4.34692, 1.16325], [-9.56014, -3.16020, 8.59842], [11.26773, 0.21921, 2.03129], [6.24196, -1.69037, -3.24901], [8.49233, -4.13255, -4.87234], [9.63180, -0.54782, -1.19346], [-11.19607, -3.92724, 5.37366], [-0.34666, 4.41307, -7.33945], [1.42543, -0.05235, 2.28847], [2.84466, 0.92016, 2.61056], [-1.74462, 1.04816, 1.60291], [-0.01342, -0.20174, -3.13437], [-1.50545, 5.33486, -2.17338], [1.83168, -1.76635, 2.39169], [-3.70268, -2.50085, -0.17481], [-8.92112, -2.94992, 2.60607], [-8.79457, -2.58019, 1.14648], [1.56864, 4.33718, -7.70270], [-2.20468, -2.69776, -0.15677], [-9.55659, -4.64781, 6.14759], [2.41976, -4.66626, -2.77150], [6.77729, 1.55097, 1.34455], [-0.16669, 4.73596, -2.45089], [6.53465, -2.05570, -5.14275], [-5.04436, 1.89327, 1.43939], [-0.39476, 2.11442, -1.88892], [-0.43579, 3.22430, -3.10158], [-2.64784, -1.02559, 5.47146], [1.10122, 0.02909, -0.73807], [-9.70036, -4.85222, 7.63778], [11.12752, -1.47280, 1.07065], [0.21814, 0.56687, -2.05228], [6.70944, -3.53555, -5.39291], [2.24497, -3.18640, -2.52134], [0.60340, 0.37913, 0.61984], [-0.80427, 1.27944, 0.68414], [2.26756, 3.39344, -6.75193], [11.27128, -1.26840, -0.41953], [-5.18463, 3.37214, 1.71573], [-1.14984, -1.22251, 5.48950], [-1.42594, 6.80575, -2.13597], [-0.92389, 2.43795, -0.51586], [7.33860, 0.25111, 1.87217], [-2.22359, 7.33762, -0.77464], [-1.40423, 7.59099, 0.02730], [0.43296, 4.69545, -1.43900], [-9.32600, -3.96016, 2.71426], [-9.53782, -2.25251, 3.17937], [-0.76688, -1.55688, 6.45744], [1.70350, -5.28695, -2.22644], [-1.44699, 3.21794, -3.72520], [0.41350, 5.42891, -3.21670], [-1.90000, -3.40972, -0.92909], [-1.39586, 3.46190, -0.19986], [2.34717, -4.88794, -3.84004], [-6.03301, 3.83197, 1.20174], [3.10527, -2.58814, -2.83268], [1.94409, 5.36277, -7.65169], [-9.40004, -5.60414, 5.64051], [-2.91266, 6.45247, -0.44098], [1.72985, 2.45425, -6.59780], [-9.73108, -2.77571, 0.61670], [11.42783, -2.22472, -0.92662], [-4.21841, -3.46511, -0.16185], [6.40601, 2.21485, 2.12992], [7.45516, -0.51644, 1.10258], [-4.05431, -1.91727, -1.02966], [2.08910, -0.60624, -0.83903], [-3.16357, -1.98986, 5.48442], [5.99318, -4.15624, -4.84785], [-0.84516, -1.93447, 4.71717], [5.63757, -1.68315, -5.64516], [-1.96313, 7.20725, -3.10555], [-4.06694, 1.48985, 1.71664], [12.07938, -0.58278, -0.68840], [-5.27229, 3.55706, 2.79013], [-8.88137, -5.46576, 8.02349], [-2.88307, 8.25058, -1.10352], [10.17450, -1.92487, 1.35764], [7.52655, 2.08150, 0.75012], [1.64801, 3.97630, -8.73210], [3.28030, 3.17412, -7.10150], [-2.99947, -0.44202, 4.61661], [-0.30736, 7.18016, -2.11489], [-10.65337, -5.30429, 7.92477], [6.63685, -3.75724, -6.46145], [2.54596, -1.77727, 3.12287], [-7.97851, -3.09815, 0.63585], [8.30215, 0.41784, 2.36178], [7.39495, -1.45744, -5.45409], [1.34789, -2.81385, -3.02375], [-8.74850, -3.96220, 5.87872], [-1.82172, -3.03213, 0.81118], [0.48561, 3.01626, -3.81408], [11.94651, -2.08634, 1.45636], [-5.82549, 1.32876, 1.95623], [2.67488, 1.89314, 2.41049]],
  "forces_ev_per_angstrom": [[-2.5, -3.2, 0.2], [0.2, 0.0, -0.2], [0.4, -1.4, 0.0], [0.0, 0.0, -0.1], [0.0, 0.0, -0.1], [-0.4, -0.1, 0.9], [-0.1, 0.0, 0.1], [0.1, -0.1, 0.0], [0.1, -0.1, -0.1], [-0.1, 0.0, 0.0], [0.0, 0.1, 0.0], [0.1, 0.1, 0.0], [-0.3, 0.1, 0.1], [-0.1, -0.1, 0.0], [-0.1, -0.1, 0.0], [0.1, 0.1, -0.1], [-0.1, 0.0, 0.0], [0.1, 0.0, 0.0], [0.1, 0.0, 0.0], [0.1, 0.1, 0.0], [-1.5, 0.5, 2.0], [-0.9, -0.1, -1.7], [5.8, 2.0, -5.2], [2.0, 5.1, 6.1], [2.4, 0.9, -0.3], [2.1, 2.4, 0.2], [-0.2, -0.3, 0.2], [0.0, -0.2, 0.0], [-0.2, 0.2, -0.1], [-0.2, -0.1, -0.2], [-0.3, 0.1, -0.4], [0.0, -0.2, -0.1], [0.2, -0.1, -0.2], [0.1, 0.1, -0.2], [-0.6, -0.2, -0.4], [-0.2, 0.1, 0.1], [-0.2, -0.2, 0.0], [-1.4, 0.3, 3.8], [1.0, 0.1, 0.7], [-0.2, -0.2, 0.1], [-0.8, 2.9, 2.9], [0.2, 0.0, 0.2], [0.2, 0.0, 0.1], [-0.6, -2.0, -4.0], [0.1, -0.1, -0.2], [-0.4, 0.1, 0.0], [2.1, 0.6, -5.0], [-2.8, -0.7, 3.0], [0.3, 0.0, 0.0], [-0.1, -0.1, -0.2], [0.1, 0.0, 0.2], [0.2, 0.1, -0.2], [-0.6, 0.6, 0.4], [1.8, -2.0, -2.6], [0.1, 0.0, 0.3], [0.5, -0.5, -1.3], [-2.0, -0.4, -1.4], [-1.0, -0.1, -2.0], [0.0, 0.2, -0.1], [0.2, -0.2, -0.2], [-0.2, 0.1, -0.2], [0.2, 0.2, -0.1], [2.2, 0.0, 1.5], [-1.2, -1.6, 1.4], [-0.1, 0.1, 0.1], [0.8, -2.3, -0.9], [0.0, 0.1, 0.2], [0.2, -0.2, 0.1], [-0.1, -0.2, 0.1], [0.0, -0.3, 0.1], [0.0, 0.1, 0.1], [1.3, 1.9, -0.5], [0.0, 0.3, -0.1], [0.1, 0.0, 0.2], [0.0, 0.1, 0.2], [0.1, 0.1, 0.0], [0.1, -0.3, -0.1], [-0.1, 0.3, 0.1], [0.2, -0.1, 0.2], [-2.4, 1.9, -0.1], [0.1, 0.1, 0.0], [0.1, 0.2, 0.0], [-0.1, 0.1, 0.1], [0.1, -0.1, 0.0], [1.1, -0.7, 1.9], [-0.1, 0.2, -0.1], [-0.2, -0.2, 0.2], [0.0, -0.1, -0.2], [-0.1, 0.1, -0.2], [1.4, -1.6, 1.0], [0.2, 0.1, -0.2], [-0.1, -0.2, 0.1], [0.0, 0.0, 0.2], [-0.2, 0.1, 0.0], [0.2, -0.1, 0.2], [-2.2, -0.8, -0.1], [0.2, 0.1, -0.2], [0.0, 0.1, 0.2], [-1.5, -0.1, -1.6], [-0.2, 0.1, 0.2], [-0.2, 0.0, -0.1], [-0.2, -0.2, 0.1], [0.1, 0.0, 0.0], [-0.2, -0.2, 0.2], [-0.1, 0.2, -0.2], [-2.2, 0.2, 1.5], [-0.1, 0.1, -0.1], [0.1, 0.1, -0.1], [0.1, -1.9, 0.2]]
}